10
Properties=species:S:1:pos:R:3:nbo_charge:R:1 method="wB97M-V/def2-TZVPD" homo_energy_ha=-0.49590 e_above_lowest_kj_mol=223.7 e_tot_ev=-24991.844 charge=+1
C -2.45 -0.14 0.75 -1.132
H -3.17 -0.57 0.12 0.311
P -1.06 -1.17 0.96 1.237
Cl -0.54 -0.63 2.74 -0.071
H 4.56 0.00 -1.90 0.216
H 1.52 0.92 -1.14 0.220
C 3.62 0.23 -1.74 -0.158
H -2.09 0.62 -0.09 0.347
H -2.88 0.22 1.71 0.308
C 2.51 0.52 -1.42 -0.277